## one
A cluster of 9 separate species, C41H108N10O13 in total, computed with ωB97M-V/def2-TZVPD.

Geometry as ORCA input:
```
! RIJCOSX wB97M-V def2-TZVPD def2/J DEFGRID3
* xyz 0 1
O -4.3842 3.8494 -7.1508
O -3.3751 7.7814 -9.3620
O -0.4539 8.0564 -16.4779
O 5.4199 5.4834 -10.0113
O 0.0777 4.1542 -9.5020
O -1.5146 6.8592 -21.1171
O 0.9499 9.5347 -9.9862
O 5.3343 10.9997 -15.5004
O -2.0554 4.9835 -12.7490
O -6.1354 7.7289 -13.5673
O -7.6930 11.9443 -6.8860
O -3.9315 4.5823 -18.3644
O 4.3543 6.2903 -17.7792
N 2.5908 9.8498 -15.4674
N -3.8867 10.6229 -13.8457
N -2.4308 10.0159 -11.3250
N 3.0062 5.6292 -16.0519
N -1.0784 4.9367 -19.2102
N 4.5702 6.6897 -13.4418
N -6.2671 9.7551 -8.3292
N -1.2650 3.2686 -7.0834
N 2.1074 5.9878 -18.1228
N 0.1412 5.3130 -15.6839
C -1.0208 9.5850 -11.4575
C -8.2074 11.1860 -7.9467
C -7.4476 13.2912 -7.1848
C 4.8142 5.7124 -12.3770
C -1.5456 8.1931 -21.5954
C -3.5804 3.0705 -6.2790
C -7.1313 10.7468 -8.9193
C -0.2610 4.9625 -20.4087
C -5.1573 9.3613 -9.1713
C 3.6850 9.5513 -16.3913
C -0.3560 10.4172 -12.5238
C -0.4027 9.9012 -10.1035
C 1.1114 8.1870 -9.5941
C -7.2934 7.4529 -12.8042
C -0.2297 5.1109 -14.2919
C 5.7868 12.3343 -15.4365
C -4.7882 4.9715 -17.3280
C 0.2416 3.2758 -10.5984
C -0.2007 6.3611 -21.0118
C -5.2680 4.7138 -6.4521
C -4.4170 8.2148 -8.5204
C -3.2526 5.5669 -12.2599
C -4.5733 9.3733 -14.3087
C -0.0699 4.1099 -7.1239
C -2.8099 3.8519 -17.8923
C 5.1220 6.3796 -11.0438
C 5.9465 4.7806 -12.7935
C 1.5830 8.7759 -15.5030
C -2.7613 6.5967 -8.8585
C 0.5913 9.0015 -16.6167
C -2.2082 3.6836 -6.0699
C 3.2475 5.9909 -17.3500
C 4.5574 10.7429 -16.6482
C 0.7672 3.7540 -8.3339
C 0.4790 6.1266 -13.4098
C -1.3578 8.1334 -17.5654
C -1.7360 5.2422 -14.1033
C -1.7971 3.6921 -19.0015
C 4.3238 4.7173 -9.5686
C -3.5083 8.3093 -14.5089
C -5.6240 9.0026 -13.2864
H -2.8290 8.5882 -15.3162
H 6.3261 12.6009 -16.3540
H -0.4234 10.9845 -9.9660
H 3.3365 9.1515 -17.3481
H -1.1539 2.8627 -18.6938
H -4.4669 10.1842 -9.4040
H -6.5784 11.6410 -9.2606
H -3.1495 2.8715 -17.5310
H -2.1381 7.3994 -17.3545
H 0.9140 7.4778 -10.4043
H -7.0284 7.4152 -11.7365
H -1.7745 9.1421 -17.6445
H -6.3842 9.7858 -13.1996
H -3.3269 10.9562 -14.6228
H -4.0744 2.9191 -5.3113
H -2.3518 4.3749 -17.0401
H 5.8091 4.4909 -13.8375
H 3.9315 11.5976 -16.9369
H -3.9277 7.3215 -14.6851
H -3.5081 2.0687 -6.7108
H -4.7367 5.3178 -5.7127
H -2.9087 10.0998 -12.2306
H -0.2696 2.3257 -10.4030
H 3.7966 5.6546 -15.4292
H 0.3491 5.8609 -12.3616
H 0.7287 10.2972 -12.5936
H -5.0636 8.9264 -12.3369
H -5.6076 8.9810 -10.0928
H 1.0337 9.0089 -17.6228
H 2.0306 5.5495 -15.7491
H 4.6098 4.2910 -8.6129
H -1.6633 3.3373 -8.0170
H 2.1195 7.8227 -15.5873
H 5.9785 7.0507 -11.1725
H 0.5373 7.9872 -8.6816
H -0.7420 4.3725 -21.2070
H 0.3787 7.0531 -20.3812
H -0.2709 4.6247 -16.3065
H 6.4212 12.4203 -14.5607
H -5.0018 9.6395 -15.2853
H 2.1588 6.2718 -19.0813
H -2.3332 4.7812 -6.0206
H 4.9292 13.0143 -15.3583
H -1.8794 6.3468 -9.4406
H -6.1104 4.1703 -6.0145
H -5.8108 5.0418 -17.6983
H 2.9922 9.8456 -14.5372
H -0.5154 11.4912 -12.3811
H -6.8205 13.4653 -8.0654
H 0.1991 10.0308 -16.5441
H 0.8877 2.6600 -8.3649
H -5.1481 7.4107 -8.3435
H 6.9127 5.2762 -12.6932
H 0.0422 4.1009 -13.9728
H -8.3776 13.8657 -7.2887
H -8.6782 10.2942 -7.5278
H -3.3870 5.1981 -11.2491
H 4.3108 8.7238 -16.0159
H 1.7885 4.1489 -8.2548
H 0.7310 4.5628 -20.2001
H 0.0612 7.1270 -13.5545
H -0.1730 6.2327 -16.0183
H 1.2487 5.5888 -17.7839
H -1.8183 3.4148 -5.0823
H 2.1520 8.0332 -9.2915
H -0.7807 8.8061 -21.1051
H 1.5372 6.1793 -13.6746
H -2.0666 6.2057 -14.5130
H 5.2378 10.5370 -17.4879
H -3.5506 5.8382 -8.8655
H -8.0303 8.2610 -12.8943
H -2.3400 3.4189 -19.9191
H -0.9606 8.5112 -11.6789
H 5.9132 3.8581 -12.2155
H -6.0027 10.0119 -7.3869
H 5.4110 7.2327 -13.6444
H -2.4585 6.7678 -7.8154
H -0.9023 7.8517 -18.5211
H -4.5087 5.9591 -16.9392
H -0.2924 5.1874 -7.1630
H -3.1489 6.6558 -12.2690
H -2.5175 8.5956 -21.3157
H 1.0164 8.7663 -14.5721
H -8.9969 11.6915 -8.5218
H -1.4021 8.2143 -22.6777
H 0.2894 6.2663 -21.9890
H 3.4302 5.3450 -9.4404
H -0.3004 3.7505 -11.4174
H 3.9811 7.4362 -13.0636
H 4.2974 7.0630 -10.7714
H -4.7804 4.2468 -16.5065
H -2.8631 9.2565 -10.8044
H -4.5916 11.3307 -13.6621
H -7.5630 10.3159 -9.8304
H 0.5406 3.8848 -6.2428
H -2.2699 4.4578 -14.6676
H -0.7546 10.2417 -13.5325
H 4.0232 3.9657 -10.3085
H -7.7232 6.5114 -13.1267
H 3.9142 5.0996 -12.2630
H -1.7349 5.7014 -19.1419
H -1.0655 9.4995 -9.3235
H 1.2906 3.1105 -10.8525
H -2.9042 8.2653 -13.5982
H -4.1075 5.3373 -12.9102
H -6.9147 13.7343 -6.3416
H -5.6857 5.3676 -7.2199
H -3.9846 8.4701 -7.5399
*
```

Values from the calculation:
- E_HOMO: -8.55 eV
- Structure (SMILES): COC[C@H](C)N.COC[C@H](C)N.COC[C@H](C)N.COC[C@H](C)N.COCCNCCOC.COCCNCCOC.COCCNCCOC.COCCNCCOC.NC(N)=O
- Kohn-Sham gap: 9.04 eV

## two
A cluster of 9 separate species, C41H108N10O13 in total, computed with ωB97M-V/def2-TZVPD.

Geometry as ORCA input:
```
! RIJCOSX wB97M-V def2-TZVPD def2/J DEFGRID3
* xyz 0 1
O -4.1282 -18.8815 11.1229
O -4.3318 -21.8541 7.6512
O -0.0489 -17.6792 9.7652
O 3.5620 -23.1555 2.5405
O 2.7983 -13.9290 8.4718
O -0.4424 -15.9642 18.9124
O 6.0662 -18.0993 14.1879
O 3.7137 -20.8891 13.7091
O 4.5395 -19.9328 5.6507
O 6.4210 -16.3041 9.9026
O 6.8571 -21.9053 11.0511
O -1.0993 -13.7397 6.0473
O 1.1292 -23.1011 8.0756
N 1.3923 -17.3944 17.1493
N 7.9985 -18.9922 13.4293
N -0.1464 -13.6408 8.8312
N 3.8167 -22.6593 11.3367
N 9.7711 -14.6403 9.4273
N 1.4486 -24.5270 10.7077
N 6.1091 -19.9938 13.1115
N 5.5705 -21.0471 3.4439
N 2.9386 -19.2690 11.1878
N -5.6522 -19.6814 8.8167
C -6.3798 -20.8500 8.2886
C 7.6217 -16.0157 9.1707
C 4.6896 -23.0864 10.1833
C -5.2214 -18.0857 10.6406
C -1.2800 -14.3494 4.7765
C 4.9280 -23.3599 2.7831
C 0.6848 -14.7662 9.3412
C 5.9630 -20.2994 5.8139
C 1.4795 -15.5235 15.7038
C 3.2660 -20.0178 14.7815
C 4.2886 -23.0130 12.6440
C 6.3642 -21.2662 4.6765
C -3.5318 -22.3456 6.6221
C 3.8340 -12.9991 8.5417
C 6.6927 -18.9655 13.6381
C -1.4932 -13.9481 8.4743
C 8.4101 -14.9163 9.9504
C 7.5358 -23.1034 11.3105
C 3.4547 -22.3312 13.7607
C 0.0126 -15.3859 17.7044
C 0.6301 -22.6713 9.3876
C 5.7262 -22.1244 2.4588
C 1.2907 -18.0506 10.0119
C 1.2681 -22.0655 7.1979
C -3.1621 -18.1595 11.8914
C 1.3486 -15.9571 17.1140
C 1.4770 -18.9930 11.2131
C 5.7410 -17.5343 9.6149
C 2.0947 -14.2380 9.6823
C -1.7150 -15.4037 19.2784
C 2.7755 -24.3340 2.5997
C -0.4649 -23.5326 11.6380
C 1.2004 -18.3090 12.6137
C 0.2279 -23.8850 10.3280
C -1.5933 -14.6330 7.1079
C -5.5869 -21.5279 7.2460
C 5.8846 -22.0740 10.0279
C 7.7479 -13.5970 10.0244
C 3.9740 -19.2905 6.7674
C -0.8446 -18.6439 9.1081
C -6.2827 -19.0165 9.9508
H 1.6698 -22.3595 6.2282
H 2.3951 -15.8808 15.2326
H 2.3761 -22.4700 13.6857
H 6.6543 -20.6826 12.6131
H -3.7582 -23.3612 6.2974
H 0.1962 -17.8866 12.5796
H 1.9002 -24.9069 9.8881
H 5.2565 -24.2132 2.1898
H 0.7260 -15.8714 14.9971
H 6.6208 -19.4333 5.7414
H 5.1336 -20.0740 13.3606
H 3.3340 -18.9697 14.4900
H 4.6097 -21.0420 3.7554
H 0.3153 -13.3788 7.9720
H 4.4043 -12.9974 7.6128
H 3.9578 -20.2266 15.5976
H -2.6015 -15.6996 18.7175
H 1.8810 -17.1434 10.1411
H 5.2298 -17.9132 10.4999
H 2.1237 -23.9020 11.1246
H -3.5349 -21.7076 5.7383
H 0.8103 -15.5353 8.5790
H 2.9166 -19.0707 6.6202
H 6.9388 -23.9211 11.7143
H -1.8604 -14.5895 9.2755
H -1.1865 -22.7281 11.4958
H 1.7395 -18.5646 9.1619
H 9.6495 -14.3985 8.4543
H -1.8720 -15.7608 20.2962
H 1.4776 -17.7599 18.0870
H -0.8705 -24.4110 12.1399
H 5.5216 -21.6918 1.4795
H 5.1112 -24.0895 10.2477
H -6.5229 -21.5708 9.0936
H -7.3140 -20.4270 7.9192
H -2.4798 -22.2424 6.8880
H 3.7010 -22.7012 14.7560
H -0.5174 -19.6556 9.3481
H 3.4615 -11.9920 8.7290
H -2.5703 -15.0852 6.9374
H 5.0468 -23.5888 3.8422
H 8.3502 -12.9723 10.6839
H 10.1962 -13.8891 9.9519
H 4.0942 -19.8505 7.6948
H 6.7579 -13.7383 10.4580
H 6.7872 -22.3538 2.5576
H -4.9330 -17.3671 9.8734
H -1.9079 -18.5875 9.3409
H -0.9025 -15.4712 7.0165
H 2.6604 -15.0389 10.1586
H 0.6175 -17.9024 16.7471
H 6.3931 -22.2746 5.0894
H 1.3227 -14.4504 15.5937
H 3.1541 -19.8661 11.9733
H 2.9729 -25.0073 1.7656
H -6.5768 -19.8580 10.5782
H -0.4682 -15.0004 4.4522
H -0.3246 -22.1745 9.2148
H 7.3749 -20.9282 4.4481
H 4.1326 -22.9323 9.2591
H 4.4393 -18.3133 6.8964
H 4.5279 -13.2834 9.3327
H 8.5131 -19.7190 12.9527
H 2.2557 -20.1702 15.1610
H 5.3323 -22.7194 12.7561
H 1.3569 -22.0958 9.9610
H 1.7620 -23.9330 2.6057
H -0.7518 -15.3847 16.9274
H 8.6218 -18.2509 13.7157
H -6.1684 -22.4312 7.0613
H 3.5740 -18.4864 11.1253
H -2.5616 -18.9118 12.4028
H 1.9767 -13.3765 10.3395
H -2.1188 -13.0590 8.5519
H 0.2360 -23.0750 12.3362
H 6.4093 -18.3227 9.2687
H 8.5087 -15.2279 10.9903
H 6.4451 -22.3349 9.1303
H -0.6572 -18.6058 8.0350
H 2.2045 -15.5128 17.6220
H 8.3810 -22.9228 11.9746
H -5.6793 -20.9267 6.3415
H 0.2167 -15.2626 10.1912
H -4.7075 -19.9098 9.0914
H -5.7167 -17.4704 11.3916
H 1.9501 -17.5477 12.8288
H 6.1609 -20.7963 6.7637
H -1.6675 -14.3164 19.2186
H 0.2140 -14.3436 17.9516
H 1.0885 -19.1756 13.2653
H 7.9993 -23.4965 10.4056
H 5.4525 -21.1081 9.7664
H 0.7537 -19.8060 11.1499
H -2.1486 -14.9494 4.5051
H 8.2310 -16.9193 9.1539
H -7.2025 -18.5055 9.6666
H 0.3911 -21.4333 7.0589
H -1.1948 -13.5098 4.0866
H 3.1436 -24.8219 3.5023
H 7.4106 -15.7131 8.1450
H 7.5784 -13.1592 9.0407
H -0.4261 -24.4743 9.6853
H -3.6940 -17.6443 12.6913
H 3.6392 -21.6651 11.3234
H 2.0098 -21.4216 7.6703
H 5.0966 -17.3549 8.7543
H -2.4828 -17.5136 11.3350
H 4.3061 -24.1013 12.7018
*
```

Values from the calculation:
- E_HOMO: -8.46 eV
- Structure (SMILES): COC[C@H](C)N.COC[C@H](C)N.COC[C@H](C)N.COC[C@H](C)N.COCCNCCOC.COCCNCCOC.COCCNCCOC.COCCNCCOC.NC(N)=O
- Kohn-Sham gap: 8.89 eV

Here is how they stack up, most stable first: one, two.